{"formula": "C4H5N3S", "method": "ωB97M-V/def2-TZVPD", "molar_mass_g_mol": 127.2, "e_tot_ha": -717.70803, "e_above_lowest_kcal_mol": 116.5, "largest_force_ha_per_bohr": 0.0964, "elements": ["S", "N", "N", "N", "C", "C", "C", "C", "H", "H", "H", "H", "H"], "xyz": [[2.809, -0.545, -0.401], [-2.085, 0.665, -0.201], [0.057, -2.057, 0.157], [-1.038, -1.382, -0.129], [0.583, 0.174, 0.429], [1.908, 0.904, 0.278], [0.998, -1.082, 0.317], [-0.857, -0.068, -0.073], [1.909, 1.965, -0.357], [-1.893, -1.756, 0.100], [-2.878, 0.309, -0.756], [-1.866, 1.629, -0.719], [2.352, 1.243, 1.354]]}

{"formula": "C5H10O", "method": "ωB97M-V/def2-TZVPD", "molar_mass_g_mol": 86.1, "e_tot_ha": -271.70663, "e_above_lowest_kcal_mol": 28.9, "largest_force_ha_per_bohr": 0.0076, "elements": ["O", "C", "C", "C", "C", "C", "H", "H", "H", "H", "H", "H", "H", "H", "H", "H"], "xyz": [[-1.019, 0.137, 1.707], [0.227, -0.015, 1.050], [1.729, 0.310, -0.840], [-0.929, -0.810, 0.635], [0.894, 1.044, 0.213], [-1.912, -0.534, -0.471], [-2.885, -0.891, -0.114], [-0.872, -1.864, 0.920], [0.939, -0.551, 1.685], [2.429, 0.972, -1.357], [-2.002, 0.540, -0.654], [-1.688, -1.058, -1.406], [1.077, -0.155, -1.589], [0.162, 1.711, -0.254], [1.537, 1.661, 0.853], [2.312, -0.497, -0.376]]}

{"formula": "C18H21BrO4", "method": "ωB97M-V/def2-TZVPD", "molar_mass_g_mol": 381.3, "e_tot_ha": -3572.76032, "e_above_lowest_kcal_mol": 417.6, "largest_force_ha_per_bohr": 0.3705, "elements": ["Br", "O", "O", "O", "O", "C", "C", "C", "C", "C", "C", "C", "C", "C", "C", "C", "C", "C", "C", "C", "C", "C", "C", "H", "H", "H", "H", "H", "H", "H", "H", "H", "H", "H", "H", "H", "H", "H", "H", "H", "H", "H", "H", "H"], "xyz": [[-0.166, -1.471, -2.798], [1.276, 2.273, 2.789], [1.677, 2.123, -0.170], [-1.341, 0.503, -1.146], [-1.467, 2.354, 1.398], [-1.905, -1.927, 1.749], [-0.947, -2.914, -0.249], [1.717, 0.889, 0.578], [1.865, 2.112, -1.441], [-1.314, -3.093, 0.979], [-2.380, 1.723, -0.710], [1.078, -0.020, 2.780], [2.507, -2.609, 0.036], [-1.490, -0.564, -0.268], [-0.866, 3.270, 2.452], [1.491, -1.241, 2.130], [1.445, 1.137, 1.976], [-1.825, -0.606, 0.906], [1.957, -1.228, 0.589], [0.491, 3.362, 2.250], [-0.587, -1.655, -1.027], [-1.708, 2.772, 0.216], [1.949, -0.189, -0.006], [-1.300, 2.946, 3.188], [-2.316, -1.964, 2.637], [-1.195, -4.089, 1.418], [-3.097, 1.405, -0.295], [2.802, 1.782, -1.417], [0.980, 0.007, 3.744], [1.884, -3.510, 0.795], [3.241, -2.868, 0.396], [1.826, 3.297, -1.745], [0.781, 3.719, 1.226], [-0.541, -3.623, -1.052], [-2.465, 2.106, -1.659], [1.626, -2.383, 2.810], [2.163, -2.654, -0.885], [-2.362, 0.155, 1.449], [1.092, 1.676, -2.002], [-1.455, 4.126, 2.297], [2.043, -0.287, -0.999], [0.916, 4.088, 3.153], [-2.157, 3.632, 0.078], [-0.726, 2.962, -0.353]]}

{"formula": "C49H36F15GeIIrN6O5S", "method": "ωB97M-V/def2-TZVPD", "molar_mass_g_mol": 1497.6, "e_tot_ha": -6968.53576, "e_above_lowest_kcal_mol": 135.0, "largest_force_ha_per_bohr": 0.0531, "spin_multiplicity": 2, "elements": ["Ir", "I", "Ge", "S", "F", "F", "F", "F", "F", "F", "F", "F", "F", "F", "F", "F", "F", "F", "F", "O", "O", "O", "O", "O", "N", "N", "N", "N", "N", "N", "C", "C", "C", "C", "C", "C", "C", "C", "C", "C", "C", "C", "C", "C", "C", "C", "C", "C", "C", "C", "C", "C", "C", "C", "C", "C", "C", "C", "C", "C", "C", "C", "C", "C", "C", "C", "C", "C", "C", "C", "C", "C", "C", "C", "C", "C", "C", "C", "C", "H", "H", "H", "H", "H", "H", "H", "H", "H", "H", "H", "H", "H", "H", "H", "H", "H", "H", "H", "H", "H", "H", "H", "H", "H", "H", "H", "H", "H", "H", "H", "H", "H", "H", "H", "H"], "xyz": [[0.052, -0.410, 1.546], [4.619, -2.888, 1.286], [2.456, -1.064, -2.587], [1.188, -0.656, -0.899], [1.711, -3.222, -4.917], [-1.736, -0.817, -7.056], [6.741, -4.289, -2.635], [5.546, -1.821, -2.690], [-0.220, -3.065, -6.842], [5.491, 1.393, -6.178], [1.347, -3.796, -2.247], [3.779, 1.319, -1.022], [2.503, -6.302, -2.150], [5.530, 3.249, -1.838], [3.784, -0.564, -5.295], [5.206, -6.522, -2.404], [0.729, 1.124, -3.520], [-1.291, 1.290, -5.400], [6.359, 3.299, -4.442], [-0.660, 6.199, 0.855], [-3.095, 2.068, -1.452], [-2.173, 5.148, 2.086], [-2.728, 2.705, 2.731], [-1.730, 0.744, 2.503], [0.872, -2.363, 2.052], [-1.866, -1.359, 0.714], [0.628, -0.356, 3.833], [-4.433, 0.663, -2.614], [-0.024, 1.691, 0.709], [0.739, 2.392, -0.123], [1.635, -4.467, 2.278], [-1.102, 1.773, 6.289], [0.841, 1.980, 4.324], [-1.518, -0.636, 5.840], [4.633, -5.321, -2.419], [0.970, -2.115, -5.027], [1.235, -2.558, 3.364], [4.234, 1.320, -2.287], [-2.815, -1.685, 1.588], [-2.915, -0.533, 5.220], [3.249, -5.208, -2.303], [-1.853, 1.975, 2.264], [1.962, 2.105, 3.334], [3.774, 0.342, -3.144], [4.225, 0.379, -4.449], [3.303, 1.978, 4.058], [-0.776, -0.890, -6.134], [0.452, 3.094, 5.043], [-0.006, -2.041, -6.015], [-0.751, 0.630, 5.586], [3.429, -2.800, -2.522], [-4.422, -0.325, 0.462], [-0.843, 2.547, 1.311], [0.253, 0.727, 4.599], [-0.546, 0.189, -5.285], [-1.153, 5.173, 1.259], [-2.190, -0.596, -0.327], [-3.452, -0.045, -0.496], [3.839, -1.018, 1.580], [5.116, 2.313, -2.693], [-4.977, -0.662, -2.820], [-6.462, -0.769, -2.478], [5.096, 1.360, -4.904], [-5.736, 2.693, -3.159], [4.801, -2.932, -2.585], [5.545, 2.336, -4.017], [1.207, -1.064, -4.163], [1.067, -1.498, 4.269], [0.444, 3.695, -0.071], [-0.576, 3.857, 0.856], [-4.683, 1.689, -3.618], [0.452, 0.083, -4.330], [-4.108, -1.196, 1.493], [-0.514, 2.997, 6.030], [2.676, -3.946, -2.352], [1.107, -3.504, 1.407], [1.712, -3.878, 3.525], [5.416, -4.177, -2.546], [-3.649, 0.991, -1.571], [-5.389, 0.153, 0.414], [-4.830, -0.927, -3.872], [-1.012, -1.498, 5.404], [3.578, -0.730, 2.576], [3.464, -0.505, 0.721], [0.905, 4.048, 4.819], [3.398, 2.756, 4.811], [-2.511, -2.332, 2.400], [-4.407, -1.371, -2.212], [-4.991, 1.190, -4.539], [1.890, 1.322, 2.564], [-6.677, 2.198, -2.932], [-1.407, -0.404, -1.048], [-6.646, -0.457, -1.454], [-7.056, -0.149, -3.142], [-3.497, 0.240, 5.712], [0.946, 4.438, -0.658], [-1.603, -0.795, 6.918], [3.371, 1.015, 4.559], [-1.864, 1.698, 7.050], [-0.822, 3.877, 6.574], [0.888, -3.608, 0.360], [-6.789, -1.799, -2.586], [-3.440, -1.482, 5.310], [1.930, -5.463, 2.011], [2.048, -4.325, 4.442], [4.130, 2.074, 3.360], [-4.847, -1.460, 2.233], [1.376, 1.893, -0.736], [-3.743, 2.218, -3.798], [-2.827, -0.268, 4.169], [-5.383, 3.208, -2.270], [1.910, 3.081, 2.847], [-2.481, 4.220, 2.348], [-5.907, 3.430, -3.939], [1.343, -1.638, 5.316]]}

{"formula": "C3H11NOS2", "method": "ωB97M-V/def2-TZVPD", "molar_mass_g_mol": 141.3, "e_tot_ha": -1047.25243, "total_charge": -1, "e_above_lowest_kcal_mol": 11.3, "largest_force_ha_per_bohr": 0.0437, "spin_multiplicity": 2, "elements": ["S", "S", "O", "N", "C", "C", "C", "H", "H", "H", "H", "H", "H", "H", "H", "H", "H", "H"], "xyz": [[-1.133, 2.442, -1.425], [0.383, 0.879, -2.210], [1.482, 2.478, 1.358], [0.509, -1.108, 0.295], [-0.638, -1.173, -0.610], [0.134, -1.127, 1.689], [-0.213, -0.883, -2.013], [0.816, -1.683, 2.342], [1.484, 1.650, 1.848], [-1.415, -0.482, -0.294], [0.643, 2.448, 0.868], [-1.106, -0.917, -2.652], [-0.751, 3.196, -0.334], [-0.835, -1.614, 1.763], [1.080, -0.288, 0.145], [0.590, -1.494, -2.410], [0.009, -0.136, 2.139], [-1.039, -2.186, -0.499]]}

{"formula": "F2HNS", "method": "ωB97M-V/def2-TZVPD", "molar_mass_g_mol": 85.1, "e_tot_ha": -653.21082, "e_above_lowest_kcal_mol": 9.7, "largest_force_ha_per_bohr": 0.0458, "elements": ["S", "F", "F", "N", "H"], "xyz": [[-1.928, 0.157, -0.227], [2.890, 0.476, -0.082], [-1.813, -1.577, 0.111], [-1.611, 0.895, 0.950], [2.461, 0.050, -0.751]]}